1.
90
Properties=species:S:1:pos:R:3 method="wB97M-V/def2-TZVPD" s2=0.75 spin_multiplicity=2 e_lumo_ev="-7.8 / -7.8" relative_energy_kj_mol=362.36 gap_ev="6.07 / 6.30" homo_ev="-13.83 / -14.05" charge=+3
Ir 0.472 0.435 0.541
C 2.287 -2.390 2.165
C 2.960 -1.771 0.979
C 4.321 -1.981 0.732
C 4.900 -1.492 -0.418
C 4.102 -0.844 -1.356
C 2.774 -0.658 -1.051
N 2.230 -1.060 0.111
C 1.780 -0.111 -2.003
C 2.006 0.094 -3.358
C 0.940 0.421 -4.173
C -0.347 0.455 -3.648
C -0.503 0.246 -2.294
N 0.549 0.055 -1.497
C -1.800 0.049 -1.597
C -3.017 0.146 -2.243
C -4.180 -0.162 -1.551
C -4.080 -0.573 -0.239
C -2.822 -0.621 0.355
C -2.714 -1.047 1.793
N -1.704 -0.300 -0.302
H 2.982 -3.022 2.713
H 1.447 -2.999 1.823
H 1.906 -1.624 2.837
H 4.905 -2.537 1.453
H 5.955 -1.639 -0.609
H 4.521 -0.499 -2.292
H 2.993 -0.039 -3.776
H 1.100 0.586 -5.231
H -1.197 0.603 -4.298
H -3.060 0.433 -3.284
H -5.143 -0.109 -2.042
H -4.951 -0.872 0.329
H -3.219 -2.002 1.935
H -3.319 -0.277 3.517
H -1.669 -1.146 2.089
O 3.333 0.915 3.402
C 2.546 1.059 2.499
O 1.382 0.474 2.395
C 2.863 1.939 1.332
C 3.963 2.775 1.296
C 4.140 3.582 0.187
C 3.207 3.533 -0.845
C 2.137 2.671 -0.738
N 1.984 1.877 0.331
H 4.638 2.777 2.140
H 4.989 4.251 0.126
H 3.311 4.154 -1.724
H 1.380 2.599 -1.509
C -7.105 3.382 0.214
C -6.135 4.171 1.076
N -4.715 3.857 0.751
C -4.087 2.979 1.491
C -2.785 2.597 1.263
C -2.058 1.777 2.136
O -3.388 -0.033 2.583
O -1.076 1.338 2.477
C -2.025 3.043 0.087
O -0.907 2.644 -0.194
C -2.781 4.019 -0.727
C -2.206 4.539 -1.880
C -2.863 5.475 -2.632
F -2.241 5.934 -3.727
C -4.130 5.974 -2.277
C -4.717 5.391 -1.152
C -4.067 4.434 -0.384
N -4.818 6.958 -2.999
C -5.579 7.978 -2.272
C -6.877 8.286 -3.014
N -6.643 8.182 -4.507
C -5.224 8.538 -4.848
C -4.285 7.477 -4.275
H -8.127 3.684 0.442
H -7.017 2.313 0.416
H -6.924 3.545 -0.850
H -6.275 3.937 2.128
H -6.277 5.244 0.977
H -4.639 2.563 2.327
H -1.214 4.219 -2.175
H -5.713 5.700 -0.876
H -4.978 8.885 -2.153
H -5.835 7.646 -1.273
H -7.212 9.297 -2.794
H -7.674 7.593 -2.760
H -7.298 8.785 -5.006
H -6.825 7.227 -4.816
H -5.039 9.529 -4.439
H -5.116 8.591 -5.928
H -3.303 7.940 -4.171
H -4.192 6.651 -4.977


2.
91
Properties=species:S:1:pos:R:3 method="wB97M-V/def2-TZVPD" e_lumo_ev=3.7 relative_energy_kj_mol=69.34 gap_ev=5.62 homo_ev=-1.96 charge=-2
Rb 1.208 0.254 -0.197
C -3.607 0.516 1.836
C -2.462 1.108 1.036
N -1.902 0.419 0.108
N -2.548 -0.774 -0.227
C -2.126 -1.881 0.264
S -0.902 -2.214 1.418
S -3.070 -3.269 -0.447
C -3.358 -4.231 1.057
C -4.177 -3.505 2.098
C -5.384 -2.893 1.775
C -6.124 -2.230 2.743
C -5.661 -2.160 4.051
C -4.450 -2.753 4.378
C -3.714 -3.418 3.407
C -2.073 2.515 1.330
C -2.962 3.294 2.079
C -2.763 4.632 2.380
C -1.600 5.247 1.913
C -0.697 4.531 1.165
C -0.874 3.148 0.827
O 0.005 2.565 0.116
H -3.474 -0.556 1.948
H -4.562 0.680 1.328
H -3.662 0.948 2.833
H -2.390 -4.503 1.479
H -3.875 -5.137 0.728
H -5.717 -2.904 0.744
H -7.053 -1.743 2.470
H -6.227 -1.624 4.802
H -4.061 -2.674 5.386
H -2.743 -3.834 3.646
H -3.878 2.842 2.438
H -3.493 5.176 2.966
H -1.404 6.292 2.138
H 0.216 4.995 0.808
O 5.889 2.017 -0.161
C 5.047 1.122 -0.255
N 4.300 0.554 0.699
C 4.751 0.398 1.950
O 5.913 0.348 2.360
C 3.642 0.209 2.975
C 3.868 0.642 4.279
C 2.839 0.559 5.199
C 1.625 0.019 4.799
C 1.507 -0.434 3.493
N 2.487 -0.339 2.595
C 4.723 0.638 -1.672
C 5.369 1.250 -2.744
C 5.107 0.810 -4.029
C 4.204 -0.227 -4.208
C 3.601 -0.768 -3.083
N 3.851 -0.356 -1.843
H 4.840 1.045 4.526
H 2.975 0.921 6.212
H 0.781 -0.049 5.474
H 0.578 -0.864 3.135
H 6.061 2.052 -2.525
H 5.596 1.270 -4.881
H 3.952 -0.598 -5.193
H 2.863 -1.557 -3.182
N -2.069 -6.217 -2.775
C -1.487 -5.444 -3.705
S -1.628 -5.758 -5.324
C -0.745 -4.299 -3.129
C -0.919 -3.016 -3.620
C -0.368 -1.958 -2.913
N 0.355 -2.118 -1.806
C 0.568 -3.355 -1.372
C 0.034 -4.472 -1.991
H -2.671 -6.959 -3.091
H -2.173 -5.860 -1.836
H -1.529 -2.846 -4.497
H -0.521 -0.935 -3.233
H 1.147 -3.449 -0.461
H 0.215 -5.456 -1.578
C 2.543 4.038 -3.874
C 1.745 3.591 -2.644
C 2.609 3.693 -1.377
C 0.469 4.425 -2.484
C 1.365 2.182 -2.861
N 1.085 1.098 -3.123
H 2.861 5.073 -3.726
H 1.935 3.988 -4.780
H 3.431 3.420 -4.011
H 2.903 4.737 -1.240
H 3.514 3.091 -1.457
H 2.018 3.388 -0.513
H 0.749 5.470 -2.331
H -0.088 4.069 -1.617
H -0.154 4.357 -3.378


3.
98
Properties=species:S:1:pos:R:3 method="wB97M-V/def2-TZVPD" e_lumo_ev=3.8 relative_energy_kj_mol=15.84 gap_ev=6.65 homo_ev=-2.89 charge=-2
Bi 0.438 -0.730 -0.318
S 4.354 -3.318 -1.171
C 3.006 -2.445 -0.772
S 1.642 -3.099 0.082
S 2.880 -0.736 -1.133
C -1.257 -4.325 3.712
Sb -0.781 -2.282 3.153
C -2.830 -1.668 3.393
C -0.178 -1.770 5.182
C 1.162 -2.346 5.524
C 1.218 -3.606 6.129
C 2.417 -4.226 6.441
C 3.610 -3.576 6.152
C 3.572 -2.321 5.567
C 2.371 -1.682 5.239
C 2.430 -0.323 4.608
Sb 2.458 -0.322 2.407
C 4.312 -1.413 2.357
C 3.505 1.562 2.290
H -1.861 -4.337 4.623
H -0.342 -4.899 3.872
H -1.821 -4.790 2.900
H -2.970 -1.247 4.391
H -3.481 -2.533 3.263
H -3.100 -0.921 2.646
H -0.953 -2.176 5.833
H -0.205 -0.682 5.214
H 0.283 -4.108 6.355
H 2.420 -5.205 6.905
H 4.562 -4.041 6.380
H 4.502 -1.807 5.348
H 3.363 0.175 4.878
H 1.586 0.308 4.889
H 5.028 -0.947 3.039
H 4.704 -1.399 1.340
H 4.146 -2.450 2.650
H 3.894 1.839 3.271
H 2.862 2.352 1.903
H 4.328 1.418 1.590
O -0.725 2.554 0.558
S 0.563 3.010 0.070
O 1.256 3.941 0.949
O 1.414 1.901 -0.392
C 0.174 3.935 -1.408
C 0.429 5.304 -1.405
C 0.096 6.073 -2.506
C -0.490 5.471 -3.612
C -0.738 4.108 -3.612
C -0.420 3.311 -2.514
P -0.676 1.452 -2.605
C 0.325 1.313 -4.173
C -0.154 1.002 -5.439
C 0.718 0.905 -6.522
C 2.074 1.131 -6.351
C 2.561 1.451 -5.087
C 1.697 1.532 -4.010
C -2.395 1.320 -3.231
C -2.791 0.087 -3.758
C -4.102 -0.137 -4.142
C -5.052 0.866 -3.986
C -4.680 2.078 -3.425
C -3.362 2.302 -3.041
H 0.889 5.735 -0.526
H 0.295 7.139 -2.507
H -0.745 6.063 -4.484
H -1.182 3.649 -4.487
H -1.211 0.828 -5.595
H 0.330 0.640 -7.498
H 2.752 1.044 -7.192
H 3.621 1.619 -4.938
H 2.086 1.749 -3.018
H -2.065 -0.715 -3.843
H -4.386 -1.104 -4.541
H -6.083 0.690 -4.269
H -5.420 2.852 -3.262
H -3.101 3.234 -2.557
Cl -1.956 -3.055 -0.164
C -1.533 -2.875 -1.842
C -0.412 -2.122 -2.188
C -0.021 -2.236 -3.523
Cl 1.477 -1.566 -4.073
C -0.793 -2.902 -4.484
Cl -0.338 -2.903 -6.157
C -1.957 -3.560 -4.104
Cl -2.937 -4.368 -5.282
C -2.308 -3.585 -2.760
Cl -3.700 -4.488 -2.262
Se -4.909 1.000 0.756
C -3.359 0.423 0.015
N -2.381 0.039 -0.485
N -2.139 2.035 3.157
C -0.801 1.776 3.206
N 0.017 2.856 3.476
O -0.340 0.639 3.129
H -2.406 2.951 2.832
H -2.689 1.312 2.708
H -0.268 3.719 3.035
H 0.978 2.652 3.240


| no. | calculated total energy (hartree) |
| --- | --- |
| 1 | -2471.18664 |
| 2 | -3390.92723 |
| 3 | -9305.97605 |